(1)
{
  "formula": "C43H123N7O22",
  "method": "the ωB97M-V functional and the def2-TZVPD basis",
  "largest_force_ha_per_bohr": 0.0517,
  "homo_lumo_gap_ev": 8.521,
  "lumo_ev": 0.17,
  "homo_energy_ev": -8.3529,
  "multiplicity": 1,
  "relative_energy_kj_mol": 295.0,
  "elements": ["C", "O", "C", "C", "N", "C", "C", "O", "C", "H", "H", "H", "H", "H", "H", "H", "H", "H", "H", "H", "H", "H", "H", "H", "C", "O", "C", "C", "N", "C", "C", "O", "C", "H", "H", "H", "H", "H", "H", "H", "H", "H", "H", "H", "H", "H", "H", "H", "C", "O", "C", "C", "N", "C", "C", "O", "C", "H", "H", "H", "H", "H", "H", "H", "H", "H", "H", "H", "H", "H", "H", "H", "C", "O", "C", "C", "N", "C", "C", "O", "C", "H", "H", "H", "H", "H", "H", "H", "H", "H", "H", "H", "H", "H", "H", "H", "C", "O", "C", "C", "N", "C", "C", "O", "C", "H", "H", "H", "H", "H", "H", "H", "H", "H", "H", "H", "H", "H", "H", "H", "C", "O", "C", "C", "N", "C", "C", "O", "C", "H", "H", "H", "H", "H", "H", "H", "H", "H", "H", "H", "H", "H", "H", "H", "C", "O", "C", "C", "N", "C", "C", "O", "C", "H", "H", "H", "H", "H", "H", "H", "H", "H", "H", "H", "H", "H", "H", "H", "C", "O", "H", "H", "H", "H", "O", "H", "H", "O", "H", "H", "O", "H", "H", "O", "H", "H", "O", "H", "H", "O", "H", "H", "O", "H", "H"],
  "positions_angstrom": [[3.31, -1.56, -2.84], [4.25, -2.61, -2.51], [3.84, -3.87, -3.07], [4.59, -5.05, -2.42], [4.07, -5.27, -1.10], [2.99, -6.29, -1.06], [2.15, -6.17, 0.21], [1.71, -4.86, 0.39], [1.41, -4.42, 1.70], [2.30, -1.77, -2.49], [3.38, -1.25, -3.88], [3.70, -0.65, -2.37], [4.08, -3.77, -4.13], [2.78, -4.11, -3.08], [5.62, -4.71, -2.34], [4.68, -5.91, -3.09], [3.48, -4.49, -0.85], [3.34, -7.31, -1.22], [2.30, -6.06, -1.87], [2.74, -6.49, 1.08], [1.28, -6.81, 0.12], [2.37, -4.39, 2.23], [0.83, -5.20, 2.20], [0.95, -3.45, 1.84], [-2.09, -11.91, -4.46], [-1.29, -13.03, -4.85], [-1.45, -13.30, -6.24], [-0.33, -14.26, -6.78], [0.91, -13.56, -7.28], [1.58, -14.46, -8.26], [1.78, -15.95, -7.69], [2.79, -16.56, -8.47], [3.08, -17.87, -8.02], [-1.87, -11.05, -5.08], [-1.97, -11.75, -3.39], [-3.17, -11.97, -4.58], [-1.47, -12.40, -6.85], [-2.42, -13.73, -6.49], [-0.86, -14.80, -7.56], [-0.09, -15.05, -6.07], [0.61, -12.70, -7.71], [2.48, -14.09, -8.75], [0.89, -14.68, -9.08], [0.80, -16.41, -7.76], [2.03, -15.95, -6.63], [3.35, -17.78, -6.97], [4.00, -18.09, -8.57], [2.38, -18.68, -8.21], [12.75, -2.03, -0.02], [12.74, -1.65, -1.37], [11.76, -2.42, -2.06], [12.03, -2.10, -3.56], [11.32, -0.88, -3.88], [11.31, -0.63, -5.34], [12.67, -0.37, -5.96], [12.52, -0.43, -7.37], [13.73, -0.39, -8.06], [13.25, -3.00, 0.05], [11.82, -2.12, 0.55], [13.35, -1.35, 0.60], [10.77, -2.16, -1.68], [11.95, -3.48, -1.90], [11.72, -2.98, -4.13], [13.07, -1.91, -3.83], [10.35, -0.94, -3.60], [10.65, 0.23, -5.45], [10.83, -1.50, -5.79], [13.45, -1.06, -5.63], [13.03, 0.61, -5.66], [14.47, -1.13, -7.74], [14.16, 0.61, -7.97], [13.48, -0.56, -9.10], [7.11, 7.63, 1.92], [7.12, 8.30, 0.73], [6.65, 9.66, 0.82], [6.74, 10.32, -0.59], [5.84, 9.74, -1.58], [6.08, 10.30, -2.93], [5.47, 9.52, -4.09], [4.07, 9.52, -4.18], [3.57, 8.62, -5.20], [7.46, 6.60, 1.79], [6.18, 7.63, 2.48], [7.73, 8.18, 2.64], [7.30, 10.26, 1.46], [5.64, 9.77, 1.23], [7.80, 10.33, -0.83], [6.38, 11.33, -0.39], [6.03, 8.75, -1.56], [7.17, 10.30, -3.07], [5.70, 11.32, -3.03], [5.75, 8.48, -3.93], [5.80, 9.94, -5.03], [3.96, 8.74, -6.21], [2.48, 8.64, -5.26], [3.76, 7.60, -4.85], [-5.77, -2.18, 6.77], [-6.78, -3.18, 7.00], [-6.44, -4.46, 6.40], [-7.58, -5.42, 6.16], [-8.52, -5.17, 5.10], [-7.93, -5.19, 3.78], [-8.98, -4.84, 2.68], [-9.27, -3.42, 2.84], [-10.15, -2.83, 1.80], [-6.06, -1.18, 7.09], [-5.40, -2.04, 5.75], [-4.88, -2.36, 7.38], [-5.78, -4.96, 7.11], [-5.92, -4.25, 5.47], [-8.18, -5.56, 7.06], [-7.22, -6.43, 5.95], [-8.99, -4.28, 5.14], [-7.49, -6.16, 3.52], [-7.07, -4.53, 3.78], [-9.88, -5.46, 2.77], [-8.61, -4.99, 1.67], [-11.05, -3.45, 1.76], [-9.65, -2.92, 0.83], [-10.43, -1.79, 1.97], [-2.34, -1.19, 0.25], [-2.22, -0.18, 1.22], [-2.65, 1.12, 0.88], [-2.55, 2.13, 2.00], [-1.26, 2.22, 2.63], [-0.33, 2.91, 1.76], [1.08, 3.05, 2.39], [1.63, 1.80, 2.72], [1.93, 0.85, 1.70], [-2.40, -2.18, 0.70], [-1.45, -1.17, -0.39], [-3.23, -1.05, -0.36], [-3.70, 1.26, 0.61], [-2.18, 1.54, -0.01], [-3.28, 1.85, 2.77], [-2.91, 3.07, 1.59], [-0.83, 1.31, 2.68], [-0.69, 3.85, 1.35], [-0.19, 2.33, 0.85], [0.93, 3.56, 3.34], [1.74, 3.61, 1.71], [2.53, 1.32, 0.92], [1.10, 0.33, 1.21], [2.58, 0.06, 2.08], [-7.96, 12.79, 1.58], [-7.76, 11.73, 2.46], [-8.87, 10.86, 2.49], [-8.96, 10.17, 3.90], [-7.98, 9.09, 4.04], [-8.07, 8.27, 5.24], [-7.99, 9.07, 6.55], [-9.14, 9.85, 6.76], [-9.13, 10.55, 8.05], [-8.30, 12.46, 0.60], [-7.06, 13.35, 1.32], [-8.72, 13.46, 1.99], [-8.92, 10.03, 1.79], [-9.79, 11.38, 2.24], [-9.96, 9.73, 3.97], [-8.91, 10.88, 4.73], [-7.02, 9.37, 3.86], [-7.21, 7.60, 5.19], [-9.04, 7.78, 5.22], [-7.16, 9.78, 6.50], [-7.85, 8.29, 7.30], [-8.56, 10.06, 8.84], [-10.16, 10.66, 8.40], [-8.84, 11.60, 7.96], [2.61, 0.10, 9.22], [2.37, -0.88, 10.17], [3.64, 0.04, 8.87], [1.87, 0.04, 8.42], [2.62, 1.10, 9.66], [1.81, -0.55, 10.88], [-7.63, -5.08, -5.49], [-8.24, -4.34, -5.58], [-8.08, -5.70, -4.93], [-1.41, 9.63, 3.60], [-1.08, 9.28, 4.43], [-0.64, 9.99, 3.17], [-8.12, 3.63, -4.25], [-8.14, 3.79, -3.31], [-8.56, 4.39, -4.63], [-1.45, 4.47, 8.00], [-1.26, 5.38, 7.80], [-1.47, 4.03, 7.15], [-9.85, 0.86, 3.85], [-10.02, -0.02, 3.52], [-10.02, 0.80, 4.79], [-4.48, 9.18, -0.44], [-4.98, 9.97, -0.22], [-3.86, 9.08, 0.28], [-8.83, 4.42, 0.48], [-8.64, 5.22, 0.97], [-8.88, 3.73, 1.14]]
}



(2)
{
  "formula": "C7H10IN2",
  "method": "the ωB97M-V functional and the def2-TZVPD basis",
  "charge": 1,
  "largest_force_ha_per_bohr": 0.0851,
  "homo_lumo_gap_ev": 9.027,
  "lumo_ev": -3.92,
  "homo_energy_ev": -12.9483,
  "multiplicity": 1,
  "relative_energy_kj_mol": 311.1,
  "elements": ["C", "C", "C", "C", "C", "C", "C", "N", "N", "I", "H", "H", "H", "H", "H", "H", "H", "H", "H", "H"],
  "positions_angstrom": [[-0.07, 1.89, -0.45], [-1.50, 0.15, 0.46], [-1.18, 2.77, -0.29], [-2.54, 1.12, 0.65], [-0.34, 0.57, -0.06], [1.27, -1.51, -1.38], [1.30, -0.80, -0.01], [-2.37, 2.35, 0.21], [1.01, -1.72, 1.16], [3.07, 0.41, 0.18], [0.81, 2.12, -1.07], [-1.46, -0.87, 0.78], [-1.27, 3.73, -0.67], [-3.52, 0.78, 0.91], [2.21, -2.22, -1.34], [0.34, -1.98, -1.62], [1.36, -0.73, -2.05], [1.43, -1.35, 2.02], [0.11, -1.94, 1.46], [1.37, -2.76, 1.13]]
}



(3)
{
  "formula": "C3H5ClOS",
  "method": "the ωB97M-V functional and the def2-TZVPD basis",
  "largest_force_ha_per_bohr": 0.0861,
  "homo_lumo_gap_ev": 9.238,
  "lumo_ev": 0.63,
  "homo_energy_ev": -8.6124,
  "multiplicity": 1,
  "smiles": "C#CCl.CSO",
  "relative_energy_kj_mol": 364.0,
  "elements": ["C", "C", "C", "O", "S", "Cl", "H", "H", "H", "H", "H"],
  "positions_angstrom": [[-1.89, -1.23, 0.55], [-2.38, -0.22, 0.17], [0.82, 0.98, 0.14], [2.46, -1.00, -0.55], [1.10, -0.73, 0.40], [-3.05, 1.09, -0.54], [-1.21, -1.73, 1.13], [2.28, -1.10, -1.43], [1.60, 1.77, 0.24], [-0.05, 1.14, 0.74], [0.33, 1.04, -0.86]]
}



(4)
{
  "formula": "C14H26BBrIN2O5S",
  "method": "the ωB97M-V functional and the def2-TZVPD basis",
  "charge": -1,
  "largest_force_ha_per_bohr": 0.1297,
  "homo_lumo_gap_ev": 6.552,
  "lumo_ev": 2.18,
  "homo_energy_ev": -4.3714,
  "multiplicity": 1,
  "elements": ["C", "C", "C", "N", "B", "O", "N", "O", "O", "C", "Br", "C", "C", "C", "O", "C", "C", "C", "C", "S", "C", "C", "C", "I", "O", "H", "H", "H", "H", "H", "H", "H", "H", "H", "H", "H", "H", "H", "H", "H", "H", "H", "H", "H", "H", "H", "H", "H", "H", "H", "H"],
  "positions_angstrom": [[2.36, -5.06, 1.16], [1.97, -3.48, 1.49], [1.58, -3.14, 3.05], [1.99, -2.47, 0.56], [0.62, -1.86, 0.32], [-0.26, -3.08, 0.41], [-0.71, -3.40, -0.83], [-0.30, -4.52, -1.16], [0.17, -0.70, 1.12], [0.26, 0.55, 0.28], [2.26, 0.91, 0.49], [-0.60, 1.73, 1.01], [0.13, 3.18, 1.16], [0.92, 3.42, 2.60], [-0.96, 4.22, 1.15], [-0.13, 0.03, -1.23], [-1.68, -0.27, -1.65], [-2.70, -0.68, -0.44], [-4.23, -0.07, -0.67], [-4.54, 1.46, 0.40], [0.80, 0.50, -2.51], [0.80, 2.05, -2.93], [2.17, 2.90, -2.48], [-0.89, 3.28, -2.34], [0.38, -1.38, -1.06], [3.08, -5.17, 0.21], [1.42, -5.75, 1.09], [3.02, -5.45, 2.07], [2.22, -2.23, 3.46], [0.42, -2.99, 3.13], [1.90, -4.07, 3.70], [-1.66, 1.76, 0.48], [-0.83, 1.35, 2.12], [0.80, 3.46, 0.22], [1.89, 2.78, 2.72], [1.31, 4.55, 2.55], [0.17, 3.35, 3.49], [-1.71, 3.93, 0.55], [-1.63, -1.24, -2.36], [-2.21, 0.54, -2.29], [-2.83, -1.86, -0.44], [-2.38, -0.36, 0.64], [-4.47, 0.12, -1.80], [-5.00, -0.89, -0.27], [-3.70, 2.51, 0.01], [0.45, -0.14, -3.45], [1.94, 0.17, -2.33], [0.82, 2.09, -4.12], [1.91, 3.83, -1.78], [2.64, 3.38, -3.46], [3.00, 2.21, -2.04]]
}



(5)
{
  "formula": "C30H21CrIN9S2",
  "method": "the ωB97M-V functional and the def2-TZVPD basis",
  "charge": 1,
  "largest_force_ha_per_bohr": 0.0121,
  "homo_lumo_gap_ev": [5.598, 6.012],
  "lumo_ev": [-4.48, -4.27],
  "homo_energy_ev": [-10.0774, -10.2864],
  "multiplicity": 5,
  "relative_energy_kj_mol": 190.5,
  "elements": ["Cr", "S", "C", "N", "N", "C", "C", "C", "C", "C", "C", "N", "N", "C", "C", "C", "C", "C", "C", "H", "H", "H", "H", "H", "H", "H", "H", "H", "H", "H", "S", "N", "C", "C", "C", "C", "C", "N", "C", "C", "N", "C", "C", "C", "C", "C", "N", "H", "H", "H", "H", "H", "H", "I", "C", "C", "C", "C", "N", "C", "H", "H", "H", "H"],
  "positions_angstrom": [[0.12, 0.19, -1.90], [-0.55, 1.81, -3.34], [-1.19, 2.87, -2.09], [-1.65, 4.05, -2.51], [-1.98, 5.00, -1.69], [-1.60, 5.28, -0.34], [-2.55, 5.85, 0.48], [-2.21, 6.21, 1.78], [-0.92, 6.00, 2.24], [0.04, 5.46, 1.39], [-0.29, 5.10, 0.09], [-1.35, 2.48, -0.82], [-0.95, 1.27, -0.60], [-1.12, 0.73, 0.68], [-1.42, 1.33, 1.84], [-1.34, 0.55, 3.08], [-1.04, -0.76, 3.14], [-0.83, -1.60, 1.91], [-0.73, -0.70, 0.67], [-2.52, 5.71, -2.16], [-3.56, 6.01, 0.12], [-2.95, 6.65, 2.43], [-0.65, 6.28, 3.25], [1.06, 5.32, 1.73], [0.46, 4.70, -0.57], [-1.66, 2.39, 1.88], [-1.50, 1.08, 4.01], [-0.98, -1.25, 4.11], [-1.59, -2.39, 1.86], [-1.23, -1.17, -0.16], [2.26, -5.81, 0.58], [0.74, -5.48, -0.09], [0.27, -4.29, 0.10], [-0.79, -3.72, -0.78], [-2.05, -4.27, -0.97], [-2.97, -3.62, -1.78], [-2.60, -2.42, -2.38], [-1.38, -1.90, -2.24], [-0.51, -2.55, -1.47], [1.63, -1.15, -0.48], [1.87, 0.11, -1.18], [3.12, 0.69, -1.08], [4.16, 0.10, -0.47], [4.04, -1.27, 0.02], [2.87, -1.90, -0.01], [2.44, -3.35, 0.10], [3.18, -4.47, 0.65], [-2.30, -5.20, -0.48], [-3.95, -4.02, -1.94], [-3.29, -1.87, -3.01], [3.22, 1.66, -1.55], [5.11, 0.61, -0.44], [4.93, -1.79, 0.37], [3.78, -4.85, -2.37], [2.38, -3.61, -1.46], [1.06, -3.39, 0.97], [0.66, -2.07, 1.66], [0.81, -0.88, 0.74], [0.80, -1.91, -1.56], [1.65, -2.85, -2.25], [1.35, -4.02, 1.81], [1.28, -2.01, 2.55], [1.26, -0.02, 1.24], [1.62, -2.89, -3.32]]
}



Copy entry 2 word for word.
{
  "formula": "C7H10IN2",
  "method": "the ωB97M-V functional and the def2-TZVPD basis",
  "charge": 1,
  "largest_force_ha_per_bohr": 0.0851,
  "homo_lumo_gap_ev": 9.027,
  "lumo_ev": -3.92,
  "homo_energy_ev": -12.9483,
  "multiplicity": 1,
  "relative_energy_kj_mol": 311.1,
  "elements": ["C", "C", "C", "C", "C", "C", "C", "N", "N", "I", "H", "H", "H", "H", "H", "H", "H", "H", "H", "H"],
  "positions_angstrom": [[-0.07, 1.89, -0.45], [-1.50, 0.15, 0.46], [-1.18, 2.77, -0.29], [-2.54, 1.12, 0.65], [-0.34, 0.57, -0.06], [1.27, -1.51, -1.38], [1.30, -0.80, -0.01], [-2.37, 2.35, 0.21], [1.01, -1.72, 1.16], [3.07, 0.41, 0.18], [0.81, 2.12, -1.07], [-1.46, -0.87, 0.78], [-1.27, 3.73, -0.67], [-3.52, 0.78, 0.91], [2.21, -2.22, -1.34], [0.34, -1.98, -1.62], [1.36, -0.73, -2.05], [1.43, -1.35, 2.02], [0.11, -1.94, 1.46], [1.37, -2.76, 1.13]]
}



Which formula does entry 5 have?
C30H21CrIN9S2